# 1
C16H17N2O2 | the ωB97M-V functional and the def2-TZVPD basis

HOMO-LUMO gap: 7.66 eV
spin multiplicity: 1
calculated total energy: -879.5472 Ha
max |F|: 0.7 eV Å⁻¹
charge: +1

Geometry as XYZ:
```
37
Properties=species:S:1:pos:R:3:nbo_charge:R:1
O -3.0997 0.8671 1.5514 -0.374
O -1.1389 1.7024 1.8012 -0.404
N -2.3422 1.8120 1.6366 0.536
N 3.6756 -1.7075 -0.2833 -0.400
C -0.6152 -0.8313 -0.3366 -0.190
C -3.9655 5.6851 1.3406 -0.167
C -1.3287 -1.4043 -1.3815 -0.173
C 1.2526 -2.2620 -0.8470 -0.009
C -4.2727 3.3012 1.3636 -0.184
C -4.8013 4.5780 1.2719 -0.202
C -2.0533 4.2509 1.5932 -0.187
C -0.7527 -2.3989 -2.1641 -0.190
C 0.5423 -2.8239 -1.8991 -0.228
C 0.6725 -1.2618 -0.0654 -0.232
C 3.4273 -3.6759 -1.4218 -0.389
C -2.5952 5.5218 1.4983 -0.205
C 4.8458 -2.2238 -0.3200 0.300
C 4.7605 -3.6796 -0.6283 -0.487
C -2.9057 3.1636 1.5248 0.013
C 2.6259 -2.7496 -0.5115 -0.079
H -0.9910 4.1077 1.7197 0.247
H 5.6438 -4.0758 -1.1199 0.266
H 2.9779 -4.6408 -1.6363 0.260
H -4.3843 6.6801 1.2729 0.227
H 3.6520 -3.1761 -2.3691 0.224
H -2.3423 -1.0849 -1.5878 0.230
H -1.0705 -0.0718 0.2844 0.247
H 3.4848 -0.7214 -0.1401 0.455
H 4.6014 -4.2169 0.3170 0.263
H 2.5733 -3.2757 0.4541 0.220
H 1.2028 -0.8156 0.7704 0.207
H 5.7621 -1.6557 -0.2136 0.248
H 0.9943 -3.5942 -2.5124 0.215
H -5.8673 4.7082 1.1495 0.230
H -4.9093 2.4309 1.3132 0.252
H -1.9475 6.3856 1.5508 0.228
H -1.3115 -2.8471 -2.9760 0.230
```


# 2
C3H6N2O | the ωB97M-V functional and the def2-TZVPD basis

energy above the lowest of the compared OMol25 structures with the same formula, charge and spin: 1.248 eV
HOMO-LUMO gap: 9.81 eV
spin multiplicity: 1
SMILES string: [H]/N=C(/C=O)NC
calculated total energy: -302.6472 Ha
max |F|: 0.6 eV Å⁻¹

Geometry as XYZ:
```
12
Properties=species:S:1:pos:R:3:nbo_charge:R:1
O -1.6804 -0.9757 1.8083 -0.514
N -0.1974 -0.5177 -0.4120 -0.604
N 1.2086 0.7950 1.0215 -0.674
C -0.6916 -0.2893 1.9246 0.398
C 0.2072 0.0309 -1.6855 -0.420
C 0.2104 0.0372 0.7632 0.314
H 0.0975 1.1247 -1.6982 0.194
H -1.0816 -1.0036 -0.3488 0.414
H 1.2480 -0.2157 -1.9250 0.197
H -0.4267 -0.3900 -2.4682 0.217
H 1.7781 0.9706 0.1920 0.337
H -0.3811 0.1764 2.8762 0.142
```


# 3
C23H67O32P7S | the ωB97M-V functional and the def2-TZVPD basis

energy above the lowest of the compared OMol25 structures with the same formula, charge and spin: 0.000 eV
HOMO-LUMO gap: 10.55 eV
spin multiplicity: 1
calculated total energy: -6112.5078 Ha
max |F|: 2.3 eV Å⁻¹

Geometry as XYZ:
```
130
Properties=species:S:1:pos:R:3:lowdin_charge:R:1
S -3.9719 -2.2872 -7.2520 0.605
P 0.8345 -3.8676 -6.5110 0.376
P 0.6883 -1.1798 -10.9689 0.356
P 5.4037 -3.5856 -1.7823 0.333
P 6.5897 -1.4243 -7.6232 0.349
P -2.3680 2.2634 -3.3706 0.324
P -1.1041 -7.8005 -9.7464 0.344
P 2.3188 -9.9651 -3.7197 0.344
O -1.9168 -6.5950 -9.9106 -0.207
O 5.0030 -5.0813 -2.0849 -0.200
O -0.3900 -8.3106 -11.0726 -0.202
O 8.0044 -0.8845 -8.0259 -0.191
O 5.2499 -3.4426 -0.2148 -0.180
O 6.9620 -3.5486 -2.0085 -0.197
O -2.4969 1.9325 -4.9132 -0.186
O -3.0012 3.7125 -3.3171 -0.206
O -2.9177 1.3022 -2.4202 -0.220
O 1.7162 -2.1853 -10.2892 -0.223
O -2.7720 -2.0467 -6.5270 -0.229
O 4.6312 -2.5701 -2.4993 -0.220
O 1.3944 -10.7047 -2.8778 -0.205
O -0.8195 2.5270 -3.2246 -0.210
O 2.1055 -4.7480 -6.9084 -0.214
O 0.0985 -7.6335 -8.7441 -0.203
O 1.9805 -9.9639 -5.2694 -0.187
O -1.8634 -9.1089 -9.2775 -0.200
O -3.6008 -2.2150 -8.8138 -0.198
O -4.3134 -3.8540 -7.3269 -0.191
O 2.5008 -8.4106 -3.3739 -0.215
O 1.2579 0.0615 -11.4795 -0.214
O -0.3699 -4.1742 -7.2773 -0.196
O -0.4169 -1.0100 -9.8355 -0.223
O 1.3456 -2.3769 -6.5894 -0.226
O 0.0021 -2.0379 -12.1127 -0.179
O 3.8042 -10.5071 -3.6443 -0.220
O -5.1451 -1.5562 -6.9886 -0.199
O 0.7529 -4.2565 -4.9654 -0.198
O 5.6293 -1.4737 -8.7132 -0.204
O 6.1811 -0.6142 -6.3390 -0.199
O 6.8856 -2.8699 -6.9953 -0.216
C -0.2760 -3.4049 -11.8834 -0.118
C 2.8066 -1.6051 -9.5491 -0.095
C 0.4315 -1.2911 -6.3216 -0.069
C 5.1323 -5.5854 -3.4078 -0.080
C 2.9456 -9.4064 -6.1546 -0.101
C -3.4615 -4.5207 -8.3059 -0.133
C 9.1966 -1.1458 -7.2591 -0.064
C -2.9452 -9.5159 -10.1511 -0.079
C 1.3384 -7.6882 -3.0057 -0.102
C -1.4710 -0.0591 -10.0585 -0.071
C 0.2826 -7.4087 -11.9344 -0.093
C 1.8004 -3.9723 -4.0392 -0.093
C 7.5371 -2.3956 -2.6337 -0.078
C -2.7814 -3.3553 -9.0494 -0.194
C -1.8235 0.8177 -5.4748 -0.110
C 4.0602 -3.8460 0.4065 -0.124
C 4.8472 -0.6605 -5.8444 -0.076
C 6.4197 -4.0618 -7.5739 -0.116
C 4.5275 -10.3237 -2.4132 -0.075
C 2.3665 -4.8966 -8.3199 -0.062
C -0.1719 -7.5034 -7.3380 -0.071
C -0.2338 2.9525 -1.9908 -0.084
C -4.4260 3.8180 -3.1240 -0.081
H 7.0672 -2.2114 -3.5910 0.073
H -0.7737 -6.6126 -7.1695 0.072
H 4.1492 -4.6393 1.1568 0.092
H -4.6226 4.5460 -2.3377 0.086
H -2.7667 -10.5608 -10.4093 0.092
H -0.0837 -1.4481 -5.3776 0.088
H 9.5974 -0.1994 -6.9189 0.092
H -1.7655 -0.0274 -4.7826 0.086
H 3.9667 -9.4407 -5.7801 0.085
H 4.9076 -0.7807 -4.7673 0.078
H 4.1781 -5.5625 -3.9240 0.071
H -0.8482 1.0378 -5.9022 0.083
H 3.0451 -0.5506 -9.6328 0.095
H -1.6458 0.5513 -9.1737 0.089
H -3.0281 -8.9456 -11.0736 0.084
H 3.6649 -2.2257 -9.7863 0.069
H 4.2536 0.2215 -6.0753 0.095
H 0.1083 -6.3592 -11.6817 0.066
H -1.8110 -3.2017 -8.5719 0.082
H 5.7670 -3.8616 -8.4224 0.070
H 0.2103 -3.9974 -12.6560 0.089
H -1.0030 3.2075 -1.2616 0.088
H 2.9940 -10.0596 -7.0320 0.097
H 5.5644 -6.5830 -3.4384 0.090
H 0.7156 -7.3866 -3.8540 0.090
H -1.3442 -3.6236 -11.9761 0.086
H -2.6195 -3.5533 -10.1025 0.117
H 2.7941 -3.9661 -4.4747 0.071
H 3.4212 -4.6487 -8.4598 0.077
H 1.3522 -7.5872 -12.0091 0.092
H 1.8036 -4.7926 -3.3071 0.067
H 0.7067 -7.5370 -6.7029 0.066
H 9.8390 -1.7346 -7.9072 0.094
H 0.6314 -8.2613 -2.3962 0.090
H 8.6007 -2.5665 -2.7943 0.089
H 5.9451 -4.7785 -6.8915 0.080
H -0.0246 -3.7803 -10.8904 0.077
H -2.3945 -0.5864 -10.2831 0.079
H 3.2531 -4.1829 -0.2452 0.084
H 1.0476 -0.3967 -6.2306 0.092
H -3.8877 -9.4763 -9.6066 0.092
H 0.5256 3.7102 -2.1511 0.087
H 5.2140 -11.1397 -2.2141 0.090
H 2.6384 -1.8157 -8.4895 0.064
H -4.8050 2.8568 -2.7768 0.080
H 7.2343 -4.7197 -7.9164 0.091
H 2.6548 -8.4446 -6.5708 0.071
H -4.1091 -5.0863 -8.9710 0.124
H 3.8737 -10.1966 -1.5503 0.090
H -1.1854 0.6091 -10.8717 0.086
H -2.7765 -5.1599 -7.7632 0.101
H 5.8429 -4.9690 -3.9688 0.083
H 1.7790 -4.2380 -8.9530 0.071
H 1.6381 -6.8261 -2.4177 0.075
H -2.4698 0.4035 -6.2494 0.075
H 8.9645 -1.7843 -6.4078 0.076
H 5.0903 -9.3974 -2.5559 0.082
H 1.5843 -3.1531 -3.3508 0.098
H -0.2125 -1.1519 -7.1886 0.080
H 0.2801 2.0888 -1.5523 0.090
H -0.1746 -7.5253 -12.9202 0.094
H 2.2645 -5.9550 -8.5489 0.082
H 7.4934 -1.5460 -1.9524 0.097
H -0.7465 -8.3904 -7.0496 0.094
H 3.6759 -3.0195 1.0096 0.093
H -4.9242 4.1531 -4.0303 0.088
H 4.3128 -1.5344 -6.2251 0.081
```


max |F| of number 3 (C23H67O32P7S)? 2.3 eV Å⁻¹